Here is a molecular structure, C19H24NNiO4Se2 from the Open Molecules 2025 dataset. Energies are from ωB97M-V with the def2-TZVPD basis set.

Structure (XYZ):
```
51
Properties=species:S:1:pos:R:3:forces:R:3:lowdin_spin:R:1
Ni -0.084336 0.026166 -0.779599 0.08 -0.12 0.01 1.639
O -1.314113 2.923353 4.424610 -0.01 0.01 -0.01 0.000
C -1.482671 3.214420 3.033783 0.01 -0.03 0.00 0.000
C -0.555214 2.352256 2.153933 -0.06 0.05 0.01 0.002
C 0.873834 2.798794 2.509059 0.02 0.02 0.05 0.000
O 1.932525 2.034414 1.986099 0.02 0.00 0.01 0.000
C -0.982256 2.742136 0.721560 -0.04 0.02 0.09 0.005
Se 0.283074 2.450777 -0.751245 -0.02 -0.01 -0.01 0.078
C -0.877519 0.890113 2.504633 -0.05 0.02 0.02 0.013
Se -0.066627 -0.638436 1.566697 0.01 0.00 -0.04 0.112
H -1.921853 3.483075 4.913850 0.00 -0.01 0.01 0.000
H -1.260047 4.273711 2.850361 0.01 -0.01 -0.01 0.000
H -2.519780 3.021971 2.733151 0.00 0.02 -0.01 0.000
H 0.983075 2.763271 3.595219 -0.01 0.01 -0.01 0.000
H 0.967515 3.855992 2.204438 0.00 -0.02 -0.03 0.000
H 1.751732 1.936167 1.033795 0.02 0.00 0.00 0.000
H -1.192242 3.815078 0.703594 -0.01 0.00 0.01 0.002
H -1.907134 2.218105 0.473572 0.04 -0.02 -0.05 0.000
H -1.959517 0.772182 2.398611 0.02 -0.01 -0.01 0.000
H -0.645874 0.731474 3.557005 0.03 0.01 -0.01 0.005
C -0.938481 -4.139659 -1.656409 -0.04 -0.02 -0.01 0.002
C -1.223248 -2.659577 -1.491827 0.05 0.06 0.00 0.003
O -0.230652 -1.918050 -1.527317 -0.04 0.01 0.05 0.032
C -2.583144 -2.202540 -1.335121 -0.05 -0.06 -0.03 0.002
C -3.635051 -3.149203 -1.384514 0.05 -0.01 0.00 0.000
C -4.954098 -2.798449 -1.316868 0.00 0.06 0.00 0.002
C -5.275768 -1.428284 -1.197798 -0.06 -0.05 -0.01 0.000
C -4.301775 -0.479874 -1.140788 0.09 0.02 0.00 0.004
C -2.901926 -0.809095 -1.186807 -0.05 -0.02 0.10 0.005
O -2.063799 0.137452 -1.090819 0.03 0.08 -0.13 0.047
H 0.138913 -4.267397 -1.716038 0.00 0.00 0.00 0.000
H -1.402823 -4.535296 -2.561110 0.00 0.01 0.00 0.000
H -1.326262 -4.705021 -0.808438 0.02 0.01 0.01 0.001
H -3.385778 -4.197801 -1.482552 0.00 0.00 0.00 0.000
H -5.732088 -3.549010 -1.355192 0.00 0.00 0.00 0.000
H -6.316691 -1.126166 -1.146101 0.00 0.00 0.00 0.000
H -4.536922 0.572366 -1.040915 -0.01 0.00 0.00 0.000
C 6.335981 -0.358069 -1.456954 0.03 0.00 0.00 0.000
C 4.836853 -0.347381 -1.372815 -0.02 0.01 -0.02 0.000
C 4.069061 0.462966 -2.199876 0.02 -0.01 0.00 0.001
C 2.694631 0.479781 -2.046997 -0.04 0.01 -0.02 0.006
N 2.054235 -0.259550 -1.144356 0.00 0.03 0.01 0.034
C 2.781344 -1.047184 -0.353543 -0.03 0.00 -0.02 0.002
C 4.161187 -1.119283 -0.437531 -0.01 -0.03 0.02 0.001
H 6.681846 0.031319 -2.414113 0.00 0.00 0.00 0.000
H 6.732238 -1.365686 -1.328358 -0.01 0.00 0.00 0.000
H 6.761979 0.265569 -0.668260 0.00 0.00 0.00 0.000
H 4.533763 1.093948 -2.947002 0.00 0.00 0.00 0.000
H 2.074553 1.125784 -2.658101 0.00 0.01 0.01 0.002
H 2.228378 -1.604853 0.391293 0.01 -0.01 0.00 0.000
H 4.700972 -1.766776 0.242101 0.01 0.00 0.00 0.000
```
Forces are in eV/Å.

Calculated total energy   -7405.4027 a.u.
E_HOMO (spin up / spin down)   -3.473 / -3.441 eV
Total charge   -1
Spin multiplicity   3
Relative energy (zero: lowest compared OMol25 entry of this formula, charge and spin)   0.0 kJ/mol
LUMO energy (spin up / spin down)   2.7 / 2.7 eV


Here is 2 unconnected molecules or ions with the total composition C15H20N4O4 at a distorted geometry from the Open Molecules 2025 dataset. Energies are from ωB97M-V with the def2-TZVPD basis set.

Structure (XYZ):
```
43
Properties=species:S:1:pos:R:3:forces:R:3:mulliken_charge:R:1
C 3.275734 -1.107169 0.088623 -0.24 0.23 -0.14 -0.747
N 3.382701 -0.825403 -1.342435 0.13 -0.41 1.03 -0.115
C 2.730876 0.118503 -2.028456 0.31 0.70 -0.71 0.281
O 2.912508 0.210476 -3.239294 -0.48 0.17 -0.24 -0.734
C 1.817801 1.120829 -1.293249 -0.02 0.22 0.53 0.083
C 0.876954 1.894568 -2.230098 0.60 -0.45 -0.40 -0.835
O 0.177134 1.010995 -3.083925 -0.28 -0.12 -0.06 -0.549
N 2.531198 2.049426 -0.395207 -1.32 -1.59 -0.35 -0.025
C 3.605157 2.810134 -0.615810 1.49 1.31 -0.15 0.683
C 4.322195 2.809266 -1.951303 -0.34 -0.07 0.13 -0.963
O 4.020715 3.526609 0.280259 0.04 0.10 0.32 -0.679
H 2.236661 -1.316857 0.351524 0.04 -0.04 0.05 0.160
H 3.879288 -1.980593 0.338789 -0.06 0.12 -0.15 0.339
H 3.633842 -0.257455 0.671693 0.01 -0.07 0.05 0.279
H 3.966400 -1.431162 -1.898573 -0.10 0.14 -0.10 0.297
H 1.168236 0.520566 -0.660543 -0.05 -0.16 0.18 0.404
H 0.159399 2.457339 -1.632076 -0.01 -0.12 -0.02 0.383
H 1.448246 2.595095 -2.837870 0.09 0.20 0.06 0.291
H 0.844024 0.608452 -3.660751 0.05 0.07 0.08 0.351
H 2.153820 2.152486 0.533618 0.05 0.02 0.03 0.279
H 3.615734 2.939610 -2.766103 0.05 -0.22 -0.20 0.280
H 4.861423 1.872739 -2.072656 -0.03 -0.10 -0.21 0.243
H 5.034276 3.632840 -1.965608 -0.11 -0.09 0.19 0.321
N -1.973108 -0.960217 -1.977742 -1.32 0.08 0.34 -0.428
C -1.578775 -1.271184 -0.707438 1.41 0.80 -1.06 0.741
O -0.372962 -1.398632 -0.563086 0.76 -0.46 1.01 -0.651
C -2.516663 -1.322671 0.425656 -0.76 -0.25 1.15 0.375
C -3.917119 -1.296173 0.236869 -0.35 0.03 1.02 -0.820
C -4.790773 -1.314688 1.333821 -0.02 0.02 -0.71 -1.059
C -4.266560 -1.362619 2.625641 -0.45 -0.01 0.34 -0.212
N -4.863395 -1.386881 3.878574 -0.87 0.02 0.12 -0.046
C -3.893873 -1.436166 4.877479 1.09 -0.01 -1.09 -0.339
C -2.665864 -1.445057 4.262734 -0.29 0.01 0.05 -0.968
C -2.894044 -1.398571 2.827222 1.11 -0.03 0.59 1.419
C -2.015841 -1.383716 1.741832 -0.08 0.04 -0.77 -0.581
H -2.893310 -0.550468 -2.076989 0.31 -0.03 -0.31 0.202
H -1.220097 -0.594596 -2.559722 -0.31 -0.02 0.21 0.273
H -4.341440 -1.265392 -0.762120 0.03 -0.05 0.15 0.292
H -5.864592 -1.292610 1.179523 0.08 -0.01 -0.07 0.336
H -5.869370 -1.372981 4.038450 0.68 -0.01 -0.08 0.185
H -4.072118 -1.465490 5.949509 -0.42 0.03 -0.48 0.382
H -1.699344 -1.480986 4.756742 -0.30 0.01 -0.10 0.412
H -0.945074 -1.412198 1.922497 -0.12 0.00 -0.23 0.460
```
Forces are in eV/Å.

Calculated total energy   -1103.6367 a.u.
Structure (SMILES)   CNC(=O)[C@H](CO)NC(C)=O.NC(=O)c1ccc2[nH]ccc2c1
E_HOMO   -8.410 eV
Total charge   0
Relative energy (zero: lowest compared OMol25 entry of this formula, charge and spin)   0.0 kJ/mol
LUMO energy   0.6 eV


Here is C4H6N2O in the gas phase from the Open Molecules 2025 dataset. Energies are from ωB97M-V with the def2-TZVPD basis set.

Structure (XYZ):
```
13
Properties=species:S:1:pos:R:3:forces:R:3:mulliken_charge:R:1
C -2.047772 0.039188 -0.111392 -0.02 -0.03 -0.02 -1.130
C -0.558071 -0.020927 0.023722 0.08 0.06 0.07 0.395
C 0.425769 -0.280366 -0.906449 -0.06 0.01 -0.01 -0.349
C 1.630059 -0.121901 -0.187999 -0.16 0.06 0.13 0.380
O 2.869355 -0.239434 -0.709647 0.11 0.06 0.15 -0.498
N 1.434912 0.189152 1.077587 0.06 -0.04 -0.34 -0.937
N 0.086179 0.250258 1.184042 -0.28 -0.01 0.01 0.315
H -2.436785 0.993552 0.259790 0.06 -0.14 -0.03 0.314
H -2.548496 -0.768295 0.434887 0.12 0.11 -0.06 0.287
H -2.328235 -0.044875 -1.164674 0.07 -0.01 0.17 0.282
H 0.304879 -0.532741 -1.949894 0.01 0.07 0.17 0.353
H 3.486277 0.062572 -0.028023 -0.02 -0.11 -0.09 0.361
H -0.318067 0.473818 2.078049 0.02 -0.02 -0.15 0.228
```
Forces are in eV/Å.

Calculated total energy   -340.7643 a.u.
Structure (SMILES)   Cc1cc(O)n[nH]1
E_HOMO   -8.741 eV
Total charge   0
Relative energy (zero: lowest compared OMol25 entry of this formula, charge and spin)   80.4 kJ/mol
LUMO energy   0.9 eV